C15H27NO18PS4 | ωB97M-V/def2-TZVPD

Structure (XYZ):
```
66
Properties=species:S:1:pos:R:3:forces:R:3
C -3.857583 1.770171 -1.118274 0.06 0.28 0.06
C -4.128577 0.419673 -1.199643 -0.26 -0.17 -0.43
N -3.870731 -0.445952 -0.224121 0.10 -0.08 0.14
C -3.318285 0.071632 0.880331 -0.03 -0.35 0.23
C -2.996036 1.396239 1.086747 0.42 0.54 0.11
P -2.248327 2.017487 2.732454 0.13 0.21 -0.20
O -3.625608 3.104380 2.973092 -0.44 -0.68 0.04
C -4.187470 2.723829 4.201526 0.25 0.50 -0.43
C -2.952808 2.512772 5.142059 -0.94 -0.06 0.15
O -1.798657 2.510819 4.369279 0.21 -0.07 -0.21
C -3.279208 2.257013 0.039334 0.00 0.17 0.05
H -4.096193 2.439228 -1.934750 -0.04 -0.07 -0.12
H -4.589552 0.026187 -2.101821 0.01 -0.13 0.03
H -3.118842 -0.623267 1.697051 -0.01 -0.08 -0.04
H -1.607051 3.133594 2.086895 -0.05 0.05 0.09
H -1.046600 1.235943 2.546172 -0.12 -0.17 0.14
H -2.919432 0.895706 3.361122 -0.20 -0.02 -0.02
H -4.807378 1.826092 4.083453 0.08 -0.15 0.19
H -4.854653 3.517280 4.550159 0.08 0.10 0.11
H -2.952991 3.324566 5.874921 0.35 0.04 0.07
H -3.118824 1.569681 5.681817 0.28 -0.05 0.14
H -3.045301 3.310551 0.144382 -0.02 0.05 0.01
C 1.423019 0.461085 -2.693174 0.05 -0.30 0.06
C 0.073369 0.486880 -3.377764 0.07 0.16 -0.23
O -0.804527 1.044932 -2.391844 0.13 -0.05 0.17
S -0.026829 2.118249 -1.496141 -0.13 -0.25 -0.15
O -0.255833 3.424013 -2.005248 0.05 0.05 0.06
O -0.207435 1.798722 -0.133686 0.07 0.09 0.03
O 1.459224 1.680525 -1.944706 0.01 0.18 -0.17
H 1.504791 -0.378482 -1.998727 -0.04 -0.03 -0.03
H 2.249435 0.438182 -3.397151 0.02 0.12 0.03
H -0.276482 -0.501246 -3.660156 -0.12 0.00 0.14
H 0.081284 1.140177 -4.252917 0.03 -0.02 0.00
C 4.273306 2.266409 -0.731663 -0.25 0.06 0.25
C 5.136354 3.346488 -0.117035 0.09 0.14 -0.30
O 6.068532 2.619656 0.705540 -0.11 -0.22 0.03
S 6.413463 1.219150 0.025802 -0.18 0.30 -0.02
O 7.621730 1.323280 -0.713302 0.04 -0.13 -0.02
O 6.236514 0.190118 0.985156 0.10 -0.07 0.04
O 5.200876 1.197730 -1.013476 0.13 0.13 -0.04
H 3.521405 1.904098 -0.030380 -0.01 0.00 -0.02
H 3.790226 2.573312 -1.653136 0.08 -0.08 -0.07
H 4.570087 4.038960 0.497994 0.07 -0.09 0.17
H 5.699188 3.896628 -0.873434 -0.02 0.00 0.00
C -4.636058 -3.745886 1.925938 0.09 0.28 0.12
C -3.488731 -3.753371 0.942305 -0.12 0.10 -0.31
O -2.480894 -4.554252 1.593958 -0.09 0.00 0.25
S -3.175924 -5.701000 2.452812 -0.09 0.26 -0.15
O -3.208479 -6.910652 1.706907 -0.01 -0.11 0.07
O -2.634228 -5.675789 3.763588 0.10 -0.10 0.02
O -4.648755 -5.085008 2.461541 0.06 -0.08 -0.13
H -4.463422 -3.041585 2.740505 0.01 -0.01 0.00
H -5.591257 -3.535580 1.455231 -0.04 -0.15 0.02
H -3.106603 -2.756222 0.741631 0.13 -0.06 0.04
H -3.761619 -4.238255 0.003681 -0.02 0.01 0.01
C 4.697163 -3.154691 -2.289239 0.29 -0.07 0.04
C 5.032941 -1.680664 -2.390170 -0.24 0.03 0.20
O 5.039481 -1.429891 -3.807739 0.05 -0.20 -0.10
S 3.948960 -2.346571 -4.528304 0.20 0.03 0.39
O 2.753952 -1.599141 -4.709785 -0.15 -0.04 -0.14
O 4.566249 -3.012470 -5.615375 -0.04 0.06 -0.11
O 3.715470 -3.363247 -3.320007 -0.07 0.18 -0.03
H 5.563484 -3.782829 -2.501718 0.00 0.01 0.00
H 4.271271 -3.425452 -1.327591 -0.15 -0.02 -0.07
H 6.005905 -1.433768 -1.976215 0.06 0.04 -0.16
H 4.269502 -1.056167 -1.924691 0.04 -0.03 0.02
```
Forces are in eV/Å.

Electronic energy in eV: -106964.0901
Strongest force on any atom in Eh/bohr: 0.01850
HOMO-LUMO gap in eV: 6.421
Total charge: -1
2S+1: 1

---

C15H27NO3 | ωB97M-V/def2-TZVPD

Structure (XYZ):
```
46
Properties=species:S:1:pos:R:3:forces:R:3
O 2.230637 1.604848 0.695734 3.84 3.21 -0.99
C 1.825239 0.514538 0.752527 -3.40 -0.74 0.89
O 0.551151 0.426778 1.061344 -3.37 -3.81 1.25
C -0.367122 1.469514 1.208432 0.44 1.98 -1.49
C -0.893764 1.844535 -0.264686 -1.77 5.05 7.62
C -1.736530 0.892568 -0.881478 0.53 0.46 -6.57
H -1.116565 -0.000758 -0.953802 0.04 -0.23 -1.00
H -1.933903 1.451136 -2.023102 0.77 -2.02 2.55
C -3.036506 0.517726 -0.368293 2.72 -0.44 4.42
C -2.770863 -0.931263 0.361471 -5.27 13.66 10.81
C -4.155482 -1.130692 1.077948 0.25 -5.36 0.34
C -5.348097 -1.287364 -0.046812 9.11 -4.92 5.63
C -5.401808 -0.207670 -0.728330 0.98 14.25 1.41
C -4.107514 0.509470 -1.250006 -4.19 -4.09 -4.37
H -4.285714 1.385284 -1.875595 -0.13 0.15 0.50
H -3.936550 -0.317014 -1.952422 0.95 0.25 -1.13
H -6.189411 -0.241705 -1.303476 -3.84 0.75 -4.10
H -5.750950 0.659040 0.217297 0.29 -1.71 -2.52
H -6.063552 -1.569769 0.493584 -6.51 -1.91 3.86
H -5.052277 -2.089060 -0.587664 1.08 -3.06 -1.99
H -4.000223 -2.316860 1.423897 -0.83 2.86 -0.08
H -4.464084 -0.530390 2.012588 0.79 -0.60 -1.79
H -1.993686 -0.753558 1.143667 -0.35 -0.49 -0.92
H -2.616441 -1.558813 -0.233450 2.53 -9.53 -9.04
H -3.276021 1.377980 0.263136 -0.11 -0.47 1.53
H -1.475741 2.908004 0.068654 1.06 -2.52 -1.33
H -0.044609 2.179248 -0.687595 2.63 0.77 -2.41
H -1.213492 1.354562 1.842255 -0.83 -2.01 0.48
H 0.082245 2.244220 1.848358 0.50 0.62 -1.23
C 2.403114 -0.864376 0.674866 2.60 4.31 -9.92
N 3.750044 -0.692894 0.104400 1.05 -0.89 3.36
C 3.894089 -0.262368 -1.298891 1.39 -0.84 3.25
C 5.396683 -0.472059 -1.587691 -6.27 -5.60 3.72
O 6.270284 -0.081884 -0.729573 3.83 3.14 4.27
C 6.057434 -0.527692 0.593995 -0.05 14.77 0.77
C 4.711763 0.018294 1.123255 0.38 -7.81 -5.23
H 4.560914 -0.624770 1.901203 -0.52 -1.43 2.79
H 4.515169 0.922180 1.422447 -0.59 5.50 0.70
H 6.808043 0.074356 1.245412 -0.51 -1.40 -1.20
H 6.150727 -1.420136 0.690430 0.84 -10.95 1.09
H 5.650398 -0.133816 -2.418469 2.04 2.47 -7.83
H 5.380398 -1.527914 -1.433466 0.22 -1.88 -1.48
H 3.136787 -0.764944 -1.835734 -0.26 -0.68 -1.30
H 3.697213 0.706902 -1.156277 -1.06 4.38 -0.98
H 2.222417 -1.267442 1.502766 -0.33 -3.74 7.15
H 1.936173 -1.485975 -0.112844 -0.68 0.52 0.51
```
Forces are in eV/Å.

Electronic energy in eV: -23612.2390
Structure (SMILES): O=C(CN1CCOCC1)OCCCC1CCCCC1
Strongest force on any atom in Eh/bohr: 0.35392
Relative energy (zero: lowest compared OMol25 entry of this formula, charge and spin) in eV: 13.5610
HOMO-LUMO gap in eV: 8.982
Total charge: 0
2S+1: 1

---

C15H27NO7PSSbZr | ωB97M-V/def2-TZVPD

Structure (XYZ):
```
54
Properties=species:S:1:pos:R:3:forces:R:3
Zr -0.486860 -0.428058 0.541806 -1.06 2.03 1.38
C -0.208027 -8.711137 -0.808479 0.02 -0.07 0.00
C -0.306630 -7.250864 -0.506411 -0.09 0.10 0.00
C 0.776627 -6.535363 0.009394 0.03 0.04 0.03
C 0.672311 -5.185370 0.283221 0.11 0.10 0.12
C -0.545047 -4.559088 0.032835 -0.01 0.45 0.17
C -1.651959 -5.236079 -0.475228 -0.12 0.08 -0.03
C -1.517946 -6.582389 -0.732406 0.01 -0.02 0.01
S -0.666743 -2.846172 0.198412 -0.34 -1.24 -0.52
O 0.167385 -2.267322 1.327786 0.57 -1.61 0.48
O -2.000731 -2.291256 0.478829 -0.22 -0.45 -0.15
N -0.238994 -1.942710 -1.049106 0.29 -0.62 0.06
C 1.209123 -1.949761 -1.382677 0.04 0.03 0.12
C 1.800086 -1.003428 -0.344439 1.91 -0.99 -0.46
O 2.613023 -1.286038 0.490989 0.18 0.22 -0.51
O 1.126915 0.161682 -0.332124 0.70 0.19 -0.85
H 0.815982 -9.071733 -0.748704 0.00 0.00 0.00
H -0.599271 -8.920991 -1.804136 0.03 0.00 -0.01
H -0.815398 -9.281756 -0.102916 0.02 0.01 0.02
H 1.716300 -7.034091 0.206369 -0.03 -0.06 -0.03
H 1.503636 -4.630527 0.702643 0.02 -0.05 -0.03
H -2.582048 -4.708615 -0.645859 -0.02 -0.09 -0.04
H -2.364450 -7.137300 -1.115704 0.00 0.01 -0.01
H 1.340775 -1.540007 -2.381498 -0.09 -0.07 -0.05
H 1.656596 -2.940378 -1.325085 0.08 0.03 -0.03
C 0.730696 1.730930 4.415450 0.35 0.08 -0.21
Sb 1.088153 0.276951 2.856618 -0.39 0.13 2.07
C -1.169427 -0.059351 2.932134 0.36 -0.02 -0.13
C 1.583707 -1.365276 4.138715 0.07 0.20 -0.28
H 0.245091 1.240369 5.255976 -0.01 -0.10 -0.07
H 0.113309 2.553216 4.059190 -0.01 -0.04 -0.06
H 1.688274 2.131987 4.743465 -0.01 0.00 -0.01
H -1.358002 -0.448200 3.928573 0.01 -0.16 -0.03
H -1.607593 -0.809506 2.249732 -0.69 -0.15 0.87
H -1.682699 0.898071 2.833600 0.01 0.01 -0.09
H 0.845934 -1.457525 4.931792 -0.04 0.03 -0.02
H 2.560466 -1.163086 4.574907 0.01 -0.01 -0.02
H 1.633784 -2.270372 3.540674 0.00 -0.04 0.04
C -2.640201 3.429186 -2.480274 -0.08 0.14 -0.29
O -2.350652 2.653713 -1.281534 0.14 -0.18 -0.03
P -1.270227 1.503409 -1.219782 -1.09 1.73 -0.55
O -2.183130 0.235748 -0.541099 -0.39 0.73 -0.49
C -3.398874 0.565725 0.218108 -0.61 -0.06 0.12
O -0.733464 1.814515 0.387135 -0.15 -0.09 -0.56
C 0.191891 2.927592 0.523720 0.28 0.14 0.02
H -2.712059 4.468729 -2.177366 0.05 -0.03 0.06
H -3.592594 3.101727 -2.887392 0.02 -0.07 0.06
H -1.855633 3.310529 -3.226438 0.03 -0.04 0.05
H -3.229978 1.412668 0.877023 0.13 -0.01 0.01
H -3.670778 -0.327177 0.774008 0.07 -0.05 -0.04
H -4.193672 0.810806 -0.478617 0.09 -0.05 -0.12
H -0.181483 3.775540 -0.047036 -0.05 -0.02 0.02
H 1.180544 2.633990 0.174464 -0.03 -0.05 -0.01
H 0.228862 3.198744 1.574347 -0.07 -0.05 0.02
```
Forces are in eV/Å.

Electronic energy in eV: -59743.0682
Strongest force on any atom in Eh/bohr: 0.05210
Relative energy (zero: lowest compared OMol25 entry of this formula, charge and spin) in eV: 2.2283
HOMO-LUMO gap in eV: 8.163
Total charge: +2
2S+1: 1

---

C15H27NO8V | ωB97M-V/def2-TZVPD

Structure (XYZ):
```
52
Properties=species:S:1:pos:R:3:forces:R:3
V -0.014370 -0.611204 0.944729 1.43 -0.75 0.37
C 2.570442 2.016059 2.780179 0.34 0.34 -0.40
C 1.739478 1.050206 1.975201 -0.57 -0.75 -0.02
O 0.886094 1.481518 1.151382 -0.25 0.22 -0.13
O 1.839122 -0.192774 2.180821 -0.09 -0.07 0.10
H 2.395438 1.884710 3.846144 -0.15 0.01 0.00
H 2.340488 3.028891 2.452715 -0.08 0.03 0.24
H 3.639184 1.862529 2.619411 -0.05 -0.23 -0.05
C 2.145972 -3.469222 0.418167 0.08 -0.78 -0.31
C 0.891033 -3.626589 1.289818 0.27 0.35 0.34
O -0.101127 -2.704126 1.054636 -0.30 1.16 -0.22
H 2.676463 -2.526376 0.543682 -0.29 0.18 0.08
H 1.870674 -3.611894 -0.632082 0.00 0.27 -0.04
H 2.877008 -4.261183 0.629603 -0.11 -0.04 0.18
H 1.248212 -3.619091 2.336721 -0.03 0.18 0.15
H 0.489553 -4.643890 1.168350 0.07 -0.15 -0.26
C -1.272568 -0.380652 4.820678 0.01 -0.08 -0.56
C -1.827487 0.269425 3.578789 0.85 0.45 -0.63
O -1.413245 -0.065984 2.474138 -0.30 -0.06 -0.22
N -2.738866 1.257539 3.704658 0.14 -0.04 1.23
C -3.519386 1.818404 2.646548 -0.66 -0.19 -1.17
H -0.919870 -1.347344 4.458214 -0.37 -0.23 0.37
H -2.043261 -0.424377 5.586979 0.25 -0.26 0.22
H -0.356249 0.089839 5.177015 -0.21 0.44 0.02
H -2.929507 1.541227 4.651895 -0.20 -0.05 -0.07
H -3.071207 1.537910 1.692960 0.07 0.05 0.10
H -3.641858 2.901583 2.651042 0.48 0.03 0.40
H -4.541003 1.417568 2.640995 0.13 -0.12 0.11
O 1.327130 -0.851346 -0.947464 -0.39 0.36 0.60
C 1.875035 -0.583720 -1.967254 0.35 -0.48 -0.81
O 1.704415 0.590574 -2.634908 -0.42 0.02 0.22
C 2.456987 0.610721 -3.858036 0.25 -0.02 0.03
C 2.801187 -0.834039 -4.130459 1.28 -0.43 -0.14
C 2.844005 -1.471037 -2.752674 -0.87 0.38 0.19
H 3.341089 1.229002 -3.688156 -0.03 -0.01 -0.07
H 1.870898 1.030378 -4.673842 -0.20 0.22 0.29
H 3.780620 -0.944514 -4.604013 -0.24 0.15 -0.27
H 2.056212 -1.321053 -4.757853 -0.06 0.04 0.04
H 3.786243 -1.410932 -2.205791 0.18 -0.06 -0.31
H 2.511348 -2.502703 -2.803722 -0.02 -0.04 0.48
O -1.438394 -0.033539 -0.503580 -0.29 -0.45 0.50
C -2.000010 0.606996 -1.340855 0.65 -0.36 -0.43
O -2.943976 1.494174 -1.047422 -0.21 0.53 0.16
C -3.265200 2.279611 -2.207099 -0.40 -0.51 -0.42
C -2.775219 1.455053 -3.400211 -0.32 0.54 -0.82
C -1.667450 0.590622 -2.815032 -0.39 0.83 0.25
H -2.780581 3.254249 -2.171353 0.05 -0.04 0.34
H -4.346833 2.386621 -2.234675 0.03 0.24 0.15
H -2.471180 2.144997 -4.191908 0.33 -0.17 0.08
H -3.606222 0.911543 -3.852488 0.11 -0.39 0.32
H -0.709194 1.115527 -2.860839 0.12 -0.25 -0.19
H -1.570064 -0.419888 -3.193756 0.03 -0.04 -0.01
```
Forces are in eV/Å.

Electronic energy in eV: -59552.9089
Strongest force on any atom in Eh/bohr: 0.03232
HOMO-LUMO gap (spin up / spin down) in eV: 6.037 / 7.077
Total charge: 0
2S+1: 4

---

> Which of these has the highest strongest force on any atom?

C15H27NO3